Record 1
29
Properties=species:S:1:pos:R:3:nbo_charge:R:1 method="wB97M-V/def2-TZVPD" lumo_energy_ev="0.044 / 0.087" total_charge=0 homo_ev="-6.244 / -7.277" de_lowest_kcal_mol=0.0 homo_lumo_gap_ev="6.29 / 7.36" energy_ha=-528.99477
B 0.000 -0.335 -0.296 1.068
C -0.207 0.430 -4.513 -0.206
C 0.088 -0.828 -4.046 -0.215
C -0.634 1.439 -3.563 -0.207
C 0.183 -1.109 -2.743 -0.177
C -0.584 1.088 -2.192 -0.177
C -0.094 -0.231 -1.766 -0.558
C 0.337 -1.161 2.113 -0.210
C 0.824 -0.935 3.311 -0.158
C 0.852 1.143 1.483 -0.082
C 0.565 -0.148 1.095 -0.570
C 1.618 0.318 3.623 -0.439
C 1.033 1.557 2.931 -0.445
C -2.451 -1.395 0.384 -0.771
H -0.249 0.609 -5.598 0.214
H 0.581 -1.543 -4.667 0.211
H -0.963 2.414 -3.949 0.221
H 0.235 -2.214 -2.640 0.216
H -0.751 1.919 -1.531 0.215
H -0.351 -2.007 1.889 0.234
H 0.638 -1.642 4.103 0.209
H 1.192 1.994 0.885 0.210
H 1.662 0.513 4.741 0.217
H 2.570 0.281 3.158 0.216
H 1.540 2.540 2.964 0.221
H 0.036 1.749 3.337 0.214
H -2.554 -0.784 1.253 0.181
H -2.147 -2.395 0.781 0.175
H -2.968 -1.270 -0.546 0.195

Record 2
82
Properties=species:S:1:pos:R:3:mulliken_charge:R:1 method="wB97M-V/def2-TZVPD" lumo_energy_ev=0.426 total_charge=0 homo_ev=-8.807 homo_lumo_gap_ev=9.23 energy_ha=-3014.66327
C 4.790 -2.876 -0.680 -0.679
C 5.402 -2.022 0.436 -0.320
O 4.796 -2.198 1.703 -0.371
C 3.798 -1.245 2.006 -0.482
C 2.425 -1.935 1.884 -0.061
O 1.439 -0.945 2.080 -0.422
C 0.129 -1.479 1.860 -0.736
C -0.870 -0.375 1.367 0.054
N -0.193 0.903 1.588 -0.322
C -0.204 1.522 2.650 0.517
O -0.469 2.369 3.432 -0.520
C -0.855 -0.443 -0.235 1.935
C 0.596 -0.454 -0.803 -1.967
C 0.860 0.007 -2.252 -0.826
C 2.320 0.528 -2.369 -0.331
C 2.785 0.358 -3.844 -1.163
C 3.875 -0.735 -3.945 -0.588
N 5.054 -0.233 -3.230 -0.458
C -1.733 0.657 -0.873 -2.030
C -1.303 2.122 -0.783 -1.189
O -2.162 2.939 -0.539 -0.624
N 0.045 2.603 -1.044 1.069
C 0.641 3.289 0.123 -1.195
C -0.096 3.646 -2.104 -1.174
C -1.494 -1.777 -0.741 -1.247
N -1.381 -1.947 -2.181 -0.356
O -2.944 -1.805 -0.471 -0.550
S -3.106 -1.924 1.105 1.663
O -2.411 -3.059 1.653 -0.732
O -4.499 -2.087 1.385 -0.749
C -2.310 -0.508 1.962 1.639
C -3.138 0.814 1.973 -1.461
C -4.623 0.769 1.699 -0.598
O -4.964 0.464 0.353 -0.587
C -5.222 2.190 2.041 -0.984
N -6.569 2.332 1.510 -0.692
P -2.392 -1.225 3.782 0.074
O -4.008 -1.263 4.101 -0.421
Cl -1.704 0.186 5.144 -0.257
H 5.178 -2.554 -1.652 0.169
H 5.105 -3.915 -0.551 0.390
H 3.702 -2.816 -0.749 0.028
H 6.443 -2.350 0.551 0.320
H 5.461 -0.974 0.116 0.324
H 3.950 -0.819 3.002 0.320
H 3.788 -0.396 1.307 0.304
H 2.380 -2.684 2.685 0.262
H 2.385 -2.355 0.874 -0.088
H 0.285 -2.288 1.141 0.311
H -0.146 -1.964 2.805 0.584
H 0.934 -1.501 -0.754 0.722
H 1.304 0.081 -0.167 0.452
H 0.219 0.786 -2.660 0.546
H 0.793 -0.865 -2.905 0.748
H 2.348 1.602 -2.165 0.066
H 2.985 -0.004 -1.684 0.339
H 1.959 0.016 -4.478 0.383
H 3.162 1.301 -4.258 0.469
H 4.101 -0.936 -5.001 0.434
H 3.458 -1.620 -3.453 0.257
H 5.814 -0.899 -3.247 0.217
H 5.350 0.647 -3.630 0.185
H -2.777 0.625 -0.558 0.367
H -1.789 0.465 -1.955 1.477
H 1.349 4.021 -0.270 0.517
H 1.259 2.561 0.655 0.129
H -0.088 3.760 0.791 0.304
H -0.940 3.460 -2.766 0.324
H -0.290 4.609 -1.609 0.490
H 0.848 3.782 -2.640 0.299
H -1.028 -2.674 -0.330 0.818
H -2.225 -1.559 -2.593 0.268
H -1.428 -2.944 -2.360 0.341
H -3.009 1.259 2.971 1.040
H -2.697 1.569 1.313 0.352
H -5.189 0.086 2.338 0.612
H -5.575 -0.277 0.360 0.389
H -4.574 2.989 1.675 0.377
H -5.280 2.214 3.137 0.363
H -6.530 2.579 0.532 0.314
H -7.087 1.470 1.614 0.282
H -4.211 -0.648 4.820 0.332

Record 3
7
Properties=species:S:1:pos:R:3:nbo_charge:R:1 method="wB97M-V/def2-TZVPD" lumo_energy_ev=0.633 smiles=N#CF.NF total_charge=0 homo_ev=-10.840 de_lowest_kcal_mol=72.1 homo_lumo_gap_ev=11.47 energy_ha=-348.40154
N 1.691 -2.070 -1.040 -0.426
C 0.603 -1.805 -1.184 0.644
F -0.543 -1.364 -1.173 -0.220
N -0.582 1.334 0.475 -0.393
F -0.435 0.281 1.389 -0.286
H 0.482 1.677 0.563 0.344
H -1.215 1.947 0.970 0.338

Record 4
10
Properties=species:S:1:pos:R:3:nbo_charge:R:1 method="wB97M-V/def2-TZVPD" lumo_energy_ev=0.712 smiles="Fc1c[nH]c(=S)[nH]1" total_charge=0 homo_ev=-7.830 de_lowest_kcal_mol=9.7 homo_lumo_gap_ev=8.54 energy_ha=-723.66831
F 0.081 0.173 -2.498 -0.286
C 0.013 0.002 -1.177 0.513
C -1.117 -0.197 -0.474 -0.199
N -0.681 -0.137 0.851 -0.541
C 0.642 0.068 1.011 0.200
S 1.549 0.216 2.349 -0.231
N 1.040 0.091 -0.314 -0.581
H -2.192 -0.124 -0.821 0.245
H -1.367 -0.455 1.589 0.434
H 2.032 0.364 -0.515 0.446

Record order is preserved below.
Largest force on an atom: 4.16; 3.11; 3.64; 4.11 eV/A